(1)
{"formula": "C17H20N3OPd", "method": "ωB97M-V/def2-TZVPD", "mol_weight_g_mol": 388.79, "charge": -1, "spin_multiplicity": 5, "total_energy_ev": -27943.432, "e_lumo_ev": [3.14, 2.11], "relative_energy_kj_mol": 51.7, "symbols": ["Pd", "C", "C", "C", "H", "C", "C", "H", "H", "H", "H", "C", "C", "C", "H", "C", "C", "H", "H", "H", "H", "O", "C", "C", "C", "C", "C", "H", "H", "H", "H", "H", "H", "H", "H", "H", "H", "N", "C", "N", "C", "N"], "positions_angstrom": [[0.0338, -0.0444, 0.1034], [1.9878, 0.3755, 1.5810], [2.2911, -0.5472, 0.5305], [2.1462, 0.1397, -0.7207], [2.6528, -1.5684, 0.6467], [1.6874, 1.4679, -0.4358], [1.5983, 1.6048, 0.9898], [1.3336, 2.5109, 1.5310], [2.0905, 0.1829, 2.6474], [2.3896, -0.2601, -1.7035], [1.5066, 2.2423, -1.1812], [-2.1746, 0.2054, 1.0684], [-1.4827, 1.3874, 1.4769], [-1.1441, 2.1249, 0.3056], [-1.2879, 1.6841, 2.5051], [-1.5420, 1.3639, -0.8396], [-2.1840, 0.1631, -0.3642], [-2.6285, -0.6089, -0.9868], [-2.6769, -0.5110, 1.7130], [-0.7146, 3.1234, 0.2739], [-1.4516, 1.6544, -1.8808], [-0.1238, -1.6467, -1.1150], [-0.2447, -0.5637, -4.3010], [0.3760, -1.8925, -3.7778], [0.5646, 0.6797, -3.9051], [-1.7747, -0.5519, -4.0648], [0.4175, -2.3697, -2.1884], [1.4393, -1.9750, -4.1208], [-0.1327, -2.7492, -4.2967], [-0.1291, -3.3269, -2.0852], [1.4500, -2.6322, -1.8879], [0.6979, 1.2393, -4.8322], [1.5691, 0.4293, -3.5166], [0.1384, 1.3782, -3.1556], [-2.2101, -0.6459, -5.0632], [-2.2105, 0.3486, -3.6018], [-2.1459, -1.3980, -3.4488], [-0.2218, -1.5832, 1.6095], [-0.2406, -1.4672, 2.7880], [-0.2725, -1.5980, 4.0532], [-0.1986, -0.6544, 4.9518], [-0.1432, 0.1359, 5.8319]], "atomic_forces_ev_per_a": [[0.01, -1.68, -0.49], [0.35, 1.41, -0.16], [0.80, 0.59, -1.22], [0.97, -0.22, 0.88], [-0.40, 0.32, -0.03], [0.59, 0.18, 0.40], [1.71, 0.01, 0.40], [-0.03, -0.38, -0.19], [-0.26, 0.01, -0.32], [-0.29, 0.03, 0.40], [0.01, -0.26, 0.30], [-0.55, 0.21, -1.16], [-0.40, 1.70, -0.84], [-1.33, 0.16, 1.33], [-0.02, -0.09, -0.29], [-0.82, -0.73, 0.33], [-0.78, 1.25, 0.35], [0.34, 0.16, 0.26], [0.44, 0.11, -0.17], [0.12, -0.41, 0.05], [-0.01, -0.04, 0.30], [-0.79, -1.34, -2.51], [-0.09, -0.95, 4.11], [0.38, -0.62, -0.69], [0.06, -0.18, -0.56], [0.34, -0.01, -0.56], [-0.35, 0.61, 1.32], [-0.67, 0.29, 0.21], [0.22, 0.70, 0.36], [0.11, 0.10, -0.73], [0.23, 0.17, -0.82], [0.24, 0.47, 0.01], [-0.47, -0.08, -0.39], [-0.21, -0.64, -0.44], [-0.49, -0.05, 0.03], [0.51, -0.05, -0.26], [0.55, 0.30, -0.39], [-0.07, -0.37, 2.39], [0.09, -0.77, -2.03], [-0.06, -0.19, 0.83], [0.10, 1.83, 1.68], [-0.09, -1.58, -1.73]]}

***

(2)
{"formula": "C5H8N2O2", "method": "ωB97M-V/def2-TZVPD", "mol_weight_g_mol": 128.13, "total_energy_ev": -12386.685, "e_lumo_ev": [-0.56, -0.56], "relative_energy_kj_mol": 410.1, "symbols": ["C", "C", "C", "N", "O", "O", "H", "H", "H", "H", "H", "C", "C", "N", "H", "H", "H"], "positions_angstrom": [[-0.5958, 1.5161, 0.8807], [-1.7257, -0.3390, -1.2567], [-0.5932, 0.0153, 0.6647], [-1.3808, -1.4721, -1.6287], [-2.2296, 0.7258, -1.3368], [-1.1047, -0.7536, 1.4348], [-0.0633, -1.8789, -1.1447], [-1.9006, -2.0110, -2.3024], [0.0731, 1.7532, 1.7102], [-0.2856, 2.0500, -0.0155], [-1.6013, 1.8317, 1.1570], [2.1357, 0.1009, 0.5404], [1.0462, -0.7138, -0.0561], [1.0028, -1.7270, -0.7129], [2.0445, 0.1127, 1.6262], [2.0875, 1.1288, 0.1844], [3.0908, -0.3392, 0.2553]], "atomic_forces_ev_per_a": [[-0.43, -0.01, -0.16], [-0.91, -0.26, -2.85], [2.31, -0.31, 0.80], [-0.36, 0.92, 1.02], [0.59, -0.70, 1.09], [-0.39, 0.17, -0.41], [1.95, -0.01, 1.07], [-0.16, 0.12, 0.04], [0.02, -0.09, -0.06], [0.04, 0.03, 0.05], [0.02, 0.05, 0.03], [0.19, -0.11, 0.07], [-2.19, 1.12, 0.47], [-0.70, -0.93, -1.20], [0.03, 0.01, 0.02], [-0.01, -0.01, -0.02], [0.00, 0.03, 0.04]]}

***

(3)
{"formula": "C4H6CsO3", "method": "ωB97M-V/def2-TZVPD", "mol_weight_g_mol": 234.99, "spin_multiplicity": 2, "total_energy_ev": -10929.928, "e_lumo_ev": [-0.83, -0.94], "relative_energy_kj_mol": 333.8, "symbols": ["H", "C", "H", "H", "C", "O", "C", "O", "Cs", "O", "C", "H", "H", "H"], "positions_angstrom": [[-6.1747, 0.0923, -1.8002], [-6.5020, -0.0086, -0.6310], [-7.3073, 0.7443, -0.6036], [-6.8374, -0.9149, -0.1011], [-5.1835, 0.4219, -0.5579], [1.7607, -0.5084, 3.2489], [2.5700, 0.3725, 2.8689], [2.4492, 1.0115, 1.7961], [-1.2133, -0.5798, 0.7621], [3.6144, 0.6171, 3.6801], [4.6925, 1.3858, 3.1678], [5.0620, 0.9466, 2.2325], [4.3785, 2.4214, 2.9831], [5.4830, 1.3666, 3.9254]], "atomic_forces_ev_per_a": [[-0.32, -0.91, 1.23], [-0.31, 1.05, -0.23], [0.11, 0.08, 0.00], [0.20, -0.35, -0.90], [0.45, 0.06, -0.04], [0.08, -0.06, 0.52], [-2.10, -0.55, -1.69], [0.52, 0.43, -0.06], [0.70, 0.25, 0.42], [1.07, -0.04, 0.95], [-0.27, 0.09, -0.19], [-0.05, 0.19, 0.15], [0.12, -0.21, -0.05], [-0.20, -0.03, -0.10]]}

***

(4)
{"formula": "C5H11Br3NO", "method": "ωB97M-V/def2-TZVPD", "mol_weight_g_mol": 340.86, "charge": 1, "total_energy_ev": -219019.081, "e_lumo_ev": -4.48, "relative_energy_kj_mol": 66.4, "symbols": ["C", "C", "C", "C", "C", "N", "O", "Br", "Br", "Br", "H", "H", "H", "H", "H", "H", "H", "H", "H", "H", "H"], "positions_angstrom": [[0.7459, -0.8823, -0.9897], [-1.5196, 0.1791, -0.6134], [-0.0553, -0.3586, 1.2375], [0.5261, 1.4546, -0.0175], [1.7398, 1.6500, 0.5010], [-0.0487, 0.1234, -0.1928], [2.5872, 0.7686, 1.0360], [-1.9369, 2.5957, 2.3237], [-2.5004, 4.1612, 3.8714], [2.2961, 3.4494, 0.7579], [0.9952, -0.3769, -1.9293], [1.6245, -1.0718, -0.4159], [0.0179, -1.7095, -1.3534], [-1.4845, 0.4114, -1.6216], [-1.9345, -0.7478, -0.5560], [-2.0856, 0.7809, 0.1940], [0.9092, -0.6743, 1.3878], [-0.4670, 0.2532, 1.9622], [-0.5563, -1.2982, 1.1744], [0.0055, 2.2917, -0.2683], [2.7285, 1.0099, 1.9491]], "atomic_forces_ev_per_a": [[-2.18, 0.55, -2.14], [1.38, 2.37, 2.72], [-0.78, -2.70, -2.22], [2.59, -1.57, -0.38], [-0.37, 1.18, 0.69], [-1.52, -0.02, 2.24], [-0.29, -0.93, -1.04], [0.03, 0.03, -0.03], [-0.03, 0.06, 0.07], [-0.14, -0.08, -0.15], [0.30, -0.03, 0.23], [0.47, -0.83, 0.06], [1.59, 0.93, 1.37], [-0.63, 1.47, -1.81], [-0.73, -2.97, 0.37], [0.91, -0.29, -1.99], [2.28, -0.07, 1.13], [-0.73, 1.55, 0.99], [-0.93, -0.69, 0.35], [-1.72, 1.81, -1.11], [0.51, 0.22, 0.64]]}